# 1
# C3H9NO2S

A 2-piece molecular cluster, C3H9NO2S overall (ωB97M-V/def2-TZVPD, the OMol25 dataset).

## Properties
orbital gap = 6.0 eV
lowest unoccupied orbital energy = 6.006 eV
net charge = -2
energy above the lowest of the compared OMol25 structures with the same formula, charge and spin = 7.8 kcal per mole

Each line ends with the Löwdin charge.
CARTESIAN COORDINATES (ANGSTROEM)
C  -0.728  -0.296  -0.437  -0.2665
O  -0.893  -1.046  -1.645  -0.1645
C  0.780  -0.044  -0.312  -0.4952
C  1.148  1.201  0.541  -0.7183
S  1.063  0.921  2.351  0.0295
N  1.451  -1.276  0.126  -0.0023
H  -1.202  0.682  -0.609  0.1037
H  -1.209  -0.833  0.378  0.1053
H  1.046  0.170  -1.352  0.1131
H  0.461  1.987  0.210  0.0289
H  2.185  1.476  0.322  0.0172
H  1.447  -1.276  1.136  -0.0265
H  0.929  -2.060  -0.232  0.0366
H  -1.796  -0.973  -2.065  0.0036
H  -3.449  0.462  -2.091  -0.1819
O  -3.398  -0.410  -2.481  -0.5827

=====

# 2
# C38H40Al2BBeCl3F3IN2O18

C38H40Al2BBeCl3F3IN2O18 as an isolated structure (ωB97M-V/def2-TZVPD, the OMol25 dataset).

## Properties
orbital gap = 1.6 eV
lowest unoccupied orbital energy = -6.857 eV

Each line ends with the Löwdin charge.
CARTESIAN COORDINATES (ANGSTROEM)
C  -5.593  2.250  -0.161  0.0540
C  -5.536  1.550  -1.287  -0.1019
C  -5.185  0.713  -2.641  -0.1694
C  -3.592  0.303  -2.572  -0.2818
C  -3.391  -1.282  -2.211  -0.1361
Al  -1.340  -1.694  -2.222  -0.1085
I  -0.161  0.415  -1.275  0.5841
N  -0.898  -2.137  -4.030  -0.0142
C  0.092  -1.206  -4.651  -0.3378
C  1.594  -1.295  -4.017  -0.1302
N  -1.012  -3.246  -1.149  -0.0985
C  -1.529  -3.090  0.247  -0.3893
C  -0.517  -2.264  1.231  -0.2007
H  -5.358  2.790  0.839  0.0562
H  -5.394  1.331  -3.597  0.1202
H  -5.816  -0.251  -2.599  0.1119
H  -3.123  0.593  -3.586  0.1092
H  -3.149  0.987  -1.737  0.0603
H  -3.852  -1.886  -3.081  0.0959
H  -3.871  -1.566  -1.195  0.0793
H  -0.655  -3.133  -4.164  0.0872
H  -0.316  -0.119  -4.717  0.1134
H  0.203  -1.548  -5.765  0.1199
H  2.319  -1.810  -4.743  0.0824
H  1.913  -0.190  -3.811  0.0726
H  1.514  -1.791  -2.981  0.0405
H  -0.020  -3.538  -1.141  0.0430
H  -2.607  -2.654  0.295  0.0998
H  -1.610  -4.173  0.698  -0.0174
H  0.444  -1.949  0.650  0.0690
H  -1.034  -1.309  1.658  0.1201
H  -0.210  -2.917  2.134  -0.0980
Al  0.019  -4.744  1.800  1.0248
C  5.049  2.139  7.177  -0.0607
C  3.733  2.105  7.636  -0.0713
C  2.679  2.239  6.738  -0.0189
C  2.938  2.420  5.378  -0.1288
C  4.254  2.480  4.922  -0.1233
C  5.311  2.327  5.823  -0.0247
C  4.542  2.721  3.491  -0.2989
O  5.695  2.770  3.091  0.0876
C  3.414  2.911  2.554  -0.0967
C  3.671  3.197  1.211  0.0133
C  2.614  3.364  0.319  -0.0552
C  1.300  3.237  0.763  -0.0853
C  1.039  2.958  2.102  0.0004
C  2.097  2.805  3.002  -0.1352
C  1.810  2.544  4.429  -0.3554
O  0.658  2.437  4.820  0.0891
H  5.871  2.025  7.877  0.1088
H  3.530  1.971  8.694  0.1095
H  1.655  2.206  7.101  0.1238
H  6.339  2.359  5.473  0.1211
H  4.693  3.294  0.857  0.1183
H  2.816  3.591  -0.722  0.0835
H  0.477  3.360  0.065  0.0842
H  0.012  2.865  2.442  0.1229
C  -6.614  -5.189  0.925  -0.1123
C  -5.260  -5.698  0.552  -0.3755
O  -4.540  -4.521  0.259  0.1400
C  -5.104  -3.554  1.033  -0.5042
O  -4.593  -2.490  1.260  0.1443
O  -6.314  -3.940  1.526  0.0768
F  -5.320  -6.452  -0.562  0.1096
H  -7.260  -5.028  0.055  0.1676
H  -7.134  -5.853  1.633  -0.0161
H  -4.751  -6.253  1.350  0.1132
C  3.444  6.245  5.893  -1.4806
Cl  3.020  5.722  7.530  0.5508
Cl  5.114  5.798  5.510  0.5716
Cl  2.327  5.551  4.708  0.6459
H  3.361  7.330  5.847  0.0163
C  6.573  -0.654  -1.458  -0.1300
C  7.094  0.422  -0.555  -0.1252
O  6.285  1.539  -0.888  0.0630
C  5.129  1.053  -1.416  -0.5199
O  4.155  1.722  -1.649  0.1209
O  5.214  -0.286  -1.645  0.0662
H  6.649  -1.646  -1.010  0.1366
H  7.074  -0.663  -2.430  0.1387
H  6.952  0.185  0.504  0.1389
H  8.149  0.639  -0.732  0.1403
O  -7.758  -1.144  1.896  -0.0601
H  -7.844  -0.881  0.970  0.0372
H  -6.837  -1.427  1.975  0.0056
B  -8.148  -5.100  -3.884  -0.9949
O  -8.374  -5.641  -2.532  0.2028
C  -8.225  -6.964  -2.604  -0.4157
O  -8.343  -7.714  -1.660  0.1145
C  -7.902  -7.347  -3.974  -0.4106
O  -7.705  -8.473  -4.373  0.1382
O  -7.853  -6.258  -4.743  0.2235
F  -7.030  -4.191  -3.873  0.0706
F  -9.329  -4.425  -4.350  0.0878
C  4.767  4.583  -3.332  0.2139
C  4.067  5.701  -2.960  -0.3255
C  4.637  6.993  -3.527  -0.3038
O  4.126  8.092  -3.379  0.1419
C  5.893  6.918  -4.304  0.2046
C  6.600  5.801  -4.664  -0.3392
C  5.971  4.500  -4.186  -0.2966
O  6.398  3.389  -4.459  0.1395
O  7.659  5.745  -5.319  0.1401
O  3.052  5.762  -2.239  0.1436
H  4.428  3.613  -2.983  0.1229
H  6.262  7.891  -4.609  0.1509
Be  -6.494  -7.177  2.789  0.7020
O  -2.404  -6.162  4.131  -0.3114
H  -1.791  -5.529  4.493  -0.1270

=====

# 3
# C4H13N3

One molecule with the formula C4H13N3 (ωB97M-V/def2-TZVPD, the OMol25 dataset).

## Properties
orbital gap = 9.7 eV
lowest unoccupied orbital energy = 0.998 eV
energy above the lowest of the compared OMol25 structures with the same formula, charge and spin = 11.7 kcal per mole

Each line ends with the Löwdin charge.
CARTESIAN COORDINATES (ANGSTROEM)
C  -0.141  0.365  0.017  -0.2372
N  0.700  -0.154  -1.058  -0.0686
C  1.610  0.828  -1.651  -0.3312
N  2.535  1.535  -0.803  0.0081
C  -1.347  -0.535  0.257  -0.4682
C  -0.966  -1.663  1.216  -0.0774
N  -2.441  0.280  0.738  0.0253
H  -0.436  1.381  -0.224  0.1152
H  0.405  0.440  0.965  0.1077
H  1.198  -0.964  -0.711  0.0964
H  0.961  1.530  -2.179  0.1100
H  2.156  0.274  -2.417  0.1095
H  2.072  2.041  -0.059  0.0558
H  3.230  0.908  -0.406  0.0666
H  -1.589  -0.943  -0.725  0.1313
H  -1.778  -2.336  1.501  0.0702
H  -0.133  -2.280  0.853  0.0715
H  -0.605  -1.217  2.152  0.0737
H  -2.161  0.773  1.578  0.0712
H  -3.269  -0.262  0.955  0.0703

=====

# 4
# C5H8N3O

A 2-piece molecular cluster, C5H8N3O overall (ωB97M-V/def2-TZVPD, the OMol25 dataset).

## Properties
orbital gap = 9.6 eV
lowest unoccupied orbital energy = -4.900 eV
net charge = +1
energy above the lowest of the compared OMol25 structures with the same formula, charge and spin = 119.4 kcal per mole

Each line ends with the Löwdin charge.
CARTESIAN COORDINATES (ANGSTROEM)
C  0.367  -2.167  1.552  -0.0646
C  0.846  -3.534  1.730  -0.2032
C  -0.531  2.923  0.484  0.2072
C  -0.044  0.953  -1.927  -0.0828
C  -0.022  -0.290  -1.180  -0.1254
N  -0.146  -1.229  1.179  0.1847
N  -0.365  1.645  0.295  0.0131
N  0.449  0.962  -0.544  -0.0297
O  1.475  -4.041  2.627  0.1379
H  0.535  -4.083  0.905  0.1071
H  -1.198  3.250  1.283  0.1237
H  -0.103  3.688  -0.121  0.1122
H  0.671  1.097  -2.862  0.1708
H  -0.911  1.482  -2.067  0.0834
H  -0.878  -0.837  -0.905  0.0937
H  0.820  -0.880  -1.354  0.1033
H  -0.966  1.062  0.906  0.1685

=====

# 5
# C5H11NOS

One molecule with the formula C5H11NOS (ωB97M-V/def2-TZVPD, the OMol25 dataset).

## Properties
orbital gap (spin up / spin down) = 5.0 / 6.7 eV
lowest unoccupied orbital energy (spin up / spin down) = 0.892 / -2.706 eV
energy above the lowest of the compared OMol25 structures with the same formula, charge and spin = 67.9 kcal per mole
multiplicity = 3

Each line ends with the Mulliken spin population.
CARTESIAN COORDINATES (ANGSTROEM)
C  -1.886  -0.231  0.950  0.0207
C  -1.517  1.065  0.246  0.0936
C  -0.823  -0.321  -0.120  -0.0139
C  -1.250  -1.057  -1.454  0.0029
C  2.717  1.031  0.825  -0.0144
N  1.806  0.372  -0.181  0.2311
O  -0.345  -2.067  -1.731  0.0164
S  0.790  -0.805  0.462  1.6229
H  -1.452  -0.329  1.988  0.0293
H  -2.844  -0.654  0.789  -0.0157
H  -2.204  1.462  -0.501  -0.0022
H  -0.860  1.816  0.774  -0.0147
H  -1.140  -0.367  -2.268  -0.0083
H  -2.299  -1.369  -1.228  0.0003
H  0.063  -2.255  -0.915  0.0008
H  3.475  1.402  0.245  0.0022
H  2.108  1.901  1.348  0.0277
H  3.186  0.382  1.705  0.0007
H  2.475  0.022  -0.932  0.0206

=====

# 6
# C4H10O

C4H10O as an isolated structure (ωB97M-V/def2-TZVPD, the OMol25 dataset).

## Properties
orbital gap = 9.6 eV
lowest unoccupied orbital energy = 0.915 eV
energy above the lowest of the compared OMol25 structures with the same formula, charge and spin = 83.7 kcal per mole

Each line ends with the Löwdin charge.
CARTESIAN COORDINATES (ANGSTROEM)
C  -2.226  -0.102  -0.125  -0.1120
C  -0.843  0.326  0.326  -0.3373
C  0.282  -0.598  -0.003  -0.2220
C  1.595  0.147  0.059  -0.3061
O  2.620  -0.815  -0.044  -0.0655
H  -2.337  -0.919  -0.845  0.0659
H  -3.103  0.111  0.494  0.0613
H  -1.779  0.853  -0.628  0.0589
H  -0.523  1.458  -0.389  0.1668
H  -0.873  0.760  1.316  0.1083
H  0.141  -1.033  -1.003  0.1280
H  0.296  -1.431  0.706  0.1297
H  1.641  0.890  -0.755  0.1161
H  1.649  0.708  1.009  0.1230
H  3.460  -0.353  -0.118  0.0848

=====

| no. | strongest force on any atom (eV/A) | total energy (eV) |
| --- | --- | --- |
| 1 | 1.86 | -19675.7252 |
| 2 | 6.96 | -147968.0756 |
| 3 | 0.94 | -8828.9048 |
| 4 | 4.63 | -11820.7848 |
| 5 | 4.36 | -19728.6474 |
| 6 | 4.61 | -6354.1726 |